{
  "formula": "C61H47F3NO19",
  "method": "ωB97M-V/def2-TZVPD",
  "symbols": ["O", "C", "C", "C", "N", "C", "C", "C", "C", "F", "F", "F", "H", "H", "H", "H", "H", "H", "H", "H", "H", "H", "H", "C", "C", "C", "O", "C", "C", "C", "O", "H", "H", "H", "H", "C", "C", "C", "O", "C", "C", "C", "O", "H", "H", "H", "H", "C", "C", "C", "O", "C", "C", "C", "O", "H", "H", "H", "H", "C", "C", "C", "O", "C", "C", "C", "O", "H", "H", "H", "H", "C", "C", "C", "O", "C", "C", "C", "O", "H", "H", "H", "H", "C", "C", "C", "O", "C", "C", "C", "O", "H", "H", "H", "H", "C", "C", "C", "O", "C", "C", "C", "O", "H", "H", "H", "H", "C", "C", "C", "O", "C", "C", "C", "O", "H", "H", "H", "H", "C", "C", "C", "O", "C", "C", "C", "O", "H", "H", "H", "H"],
  "positions_angstrom": [[-6.1242, 4.1498, 0.9373], [-4.9624, 3.8500, 0.2199], [-4.3382, 2.4805, 0.5801], [-2.8599, 2.5429, 0.7179], [-2.2756, 2.2292, 1.8134], [-0.8186, 2.4563, 1.7669], [-0.5484, 2.4135, 0.2672], [-1.8626, 2.9238, -0.3356], [-5.2943, 3.9037, -1.2680], [-5.6303, 5.1273, -1.6610], [-6.3083, 3.0814, -1.5728], [-4.2275, 3.5130, -1.9978], [-6.4713, 3.3793, 1.3985], [-4.2466, 4.6584, 0.4032], [-4.7539, 2.1696, 1.5411], [-4.5832, 1.7311, -0.1778], [-2.7966, 1.8808, 2.6370], [-0.6694, 3.4819, 2.1216], [-0.2325, 1.8233, 2.4266], [0.2987, 3.0442, 0.0155], [-0.3270, 1.4151, -0.1102], [-2.1373, 2.4290, -1.2668], [-1.8359, 4.0039, -0.5034], [3.4302, 2.4106, -4.3648], [2.2089, 2.4608, -3.8403], [1.8875, 3.3850, -2.7326], [0.7695, 3.4265, -2.2489], [2.9711, 4.2585, -2.2167], [4.1885, 4.2181, -2.7485], [4.5121, 3.2868, -3.8594], [5.6377, 3.2359, -4.3073], [3.6937, 1.7272, -5.1595], [1.4059, 1.8219, -4.1847], [2.7128, 4.9162, -1.3959], [5.0028, 4.8377, -2.3936], [10.9475, 5.3919, -6.0302], [11.1429, 4.2053, -5.4621], [10.0017, 3.3121, -5.1349], [10.1777, 2.2346, -4.6071], [8.6359, 3.7887, -5.4708], [8.4426, 4.9763, -6.0373], [9.5808, 5.8729, -6.3616], [9.4031, 6.9559, -6.8750], [11.7595, 6.0637, -6.2779], [12.1271, 3.8321, -5.2090], [7.8196, 3.1235, -5.2250], [7.4572, 5.3480, -6.2889], [-5.1924, 0.3936, 5.4398], [-5.5363, -0.7436, 6.0382], [-4.6850, -1.9580, 5.9206], [-4.9954, -2.9934, 6.4626], [-3.4357, -1.8587, 5.1148], [-3.1048, -0.7142, 4.5207], [-3.9553, 0.4827, 4.6382], [-3.6526, 1.5412, 4.0931], [-5.7868, 1.2956, 5.5092], [-6.4356, -0.8439, 6.6322], [-2.8251, -2.7516, 5.0583], [-2.1985, -0.6126, 3.9356], [5.7524, -2.8808, -3.5223], [4.9371, -1.8361, -3.6337], [4.3014, -1.4981, -4.9309], [3.5590, -0.5405, -5.0240], [4.6047, -2.3576, -6.0994], [5.4190, -3.4032, -5.9879], [6.0561, -3.7501, -4.6895], [6.7931, -4.7043, -4.5864], [6.2343, -3.1521, -2.5916], [4.7010, -1.1819, -2.8025], [4.1275, -2.0831, -7.0315], [5.6595, -4.0500, -6.8219], [-3.0492, -5.2671, 7.4869], [-3.3662, -6.4136, 8.0825], [-2.4995, -7.6128, 7.9517], [-2.7773, -8.6548, 8.5044], [-1.2668, -7.4897, 7.1303], [-0.9494, -6.3408, 6.5389], [-1.8177, -5.1489, 6.6710], [-1.5296, -4.0989, 6.1221], [-3.6586, -4.3777, 7.5585], [-4.2573, -6.5324, 8.6858], [-0.6507, -8.3778, 7.0411], [-0.0569, -6.2222, 5.9377], [0.9478, -9.5403, 10.8217], [0.6145, -9.5130, 9.5346], [1.5840, -9.8925, 8.4783], [1.2760, -9.8610, 7.3030], [2.9415, -10.3098, 8.9064], [3.2778, -10.3370, 10.1929], [2.3088, -9.9534, 11.2538], [2.6170, -9.9769, 12.4241], [0.2585, -9.2702, 11.6115], [-0.3766, -9.2337, 9.1996], [3.6273, -10.5849, 8.1152], [4.2605, -10.6358, 10.5348], [-7.5058, 4.4991, -4.3843], [-6.3023, 4.5572, -4.9461], [-6.1163, 4.3121, -6.4002], [-5.0160, 4.3580, -6.9045], [-7.3275, 4.0040, -7.2024], [-8.5322, 3.9453, -6.6408], [-8.7177, 4.1871, -5.1870], [-9.8103, 4.1292, -4.6685], [-7.6697, 4.6727, -3.3288], [-5.4031, 4.7835, -4.3865], [-7.1651, 3.8319, -8.2588], [-9.4300, 3.7211, -7.2025], [-5.3850, -1.2585, -5.2744], [-6.6738, -1.4914, -5.0397], [-7.4526, -0.6491, -4.0949], [-8.6221, -0.8633, -3.8702], [-6.7381, 0.4732, -3.4280], [-5.4500, 0.7026, -3.6641], [-4.6701, -0.1462, -4.6011], [-3.4919, 0.0647, -4.7931], [-4.7954, -1.8599, -5.9546], [-7.2184, -2.2977, -5.5143], [-7.3297, 1.0769, -2.7514], [-4.9030, 1.5123, -3.2002], [4.9804, 1.1364, 1.2558], [5.6175, 1.7879, 2.2245], [6.6049, 2.8585, 1.9164], [7.1748, 3.4546, 2.8011], [6.8578, 3.1648, 0.4842], [6.2214, 2.5076, -0.4813], [5.2284, 1.4500, -0.1738], [4.6330, 0.8667, -1.0576], [4.2613, 0.3508, 1.4524], [5.4594, 1.5793, 3.2751], [7.5837, 3.9428, 0.2845], [6.3922, 2.7034, -1.5336]],
  "forces_ev_per_angstrom": [[0.0965, 0.0324, 0.1914], [0.0040, 0.0214, -0.0301], [-0.0827, 0.0992, 0.1687], [0.1708, 0.0604, -0.1588], [-0.0934, -0.2756, 0.0079], [0.0478, 0.6541, -0.0481], [0.4494, 0.0760, 0.0213], [-0.0342, -0.3904, 0.0717], [-0.1447, 0.0017, -0.1204], [0.0307, 0.0652, 0.0663], [0.0586, -0.0859, 0.0759], [0.0452, 0.0607, -0.0372], [-0.0515, -0.0047, -0.1705], [-0.0095, -0.0236, -0.0316], [-0.0250, -0.0981, -0.0698], [-0.0542, 0.0034, 0.0532], [0.1933, 0.2135, 0.3097], [0.0325, -0.0671, 0.0954], [-0.2729, -0.3994, -0.1630], [-0.0784, -0.0017, -0.1336], [-0.0574, -0.0738, 0.2041], [0.1322, 0.2374, -0.1185], [-0.1987, -0.0136, -0.0434], [0.0141, 0.0907, -0.0684], [0.0186, -0.0144, 0.0024], [-0.0268, -0.0375, -0.0534], [0.0111, 0.0281, 0.0782], [-0.0088, -0.0293, -0.0310], [-0.0226, 0.0461, 0.0985], [0.0169, -0.0816, 0.0867], [-0.0152, 0.0075, -0.0139], [-0.0188, 0.0191, 0.0204], [-0.0053, 0.0044, 0.0019], [-0.0182, 0.0214, -0.0225], [-0.0070, 0.0293, -0.0303], [-0.0010, -0.0026, 0.0019], [-0.0061, 0.0034, -0.0040], [-0.0051, 0.0093, -0.0054], [0.0010, 0.0064, 0.0141], [0.0359, -0.0144, -0.0136], [-0.0037, 0.0014, 0.0026], [0.0042, -0.0097, 0.0032], [-0.0007, 0.0014, 0.0087], [-0.0067, 0.0056, -0.0063], [-0.0043, -0.0110, 0.0010], [0.0048, -0.0043, 0.0121], [0.0039, 0.0050, -0.0056], [0.0255, 0.0328, 0.0165], [0.0095, 0.0032, -0.0114], [0.0342, -0.0326, -0.0068], [-0.1058, 0.1394, -0.0537], [-0.0726, 0.0541, -0.0830], [0.0082, 0.0279, -0.0526], [-0.0224, -0.0340, 0.1685], [-0.1133, -0.1105, -0.2117], [0.0117, 0.0067, 0.0022], [0.0024, -0.0134, 0.0017], [-0.0163, 0.0466, 0.0730], [0.0017, -0.0025, 0.0081], [-0.0039, -0.0006, -0.0165], [0.0098, -0.0162, 0.0174], [0.0343, 0.0313, 0.0890], [-0.0512, -0.0764, -0.0840], [-0.0003, -0.0123, -0.0018], [-0.0006, 0.0050, 0.0048], [-0.0059, 0.0188, 0.0107], [-0.0064, -0.0080, -0.0034], [0.0106, -0.0087, -0.0070], [-0.0028, 0.0216, -0.0161], [-0.0023, 0.0081, 0.0026], [0.0097, -0.0053, 0.0065], [0.0803, -0.0663, 0.0791], [-0.0143, -0.0029, -0.0261], [0.0370, 0.0030, -0.0056], [0.0115, 0.0175, 0.0433], [0.0285, 0.0006, -0.0783], [-0.0179, 0.0004, 0.0251], [0.0429, 0.0235, -0.0152], [0.0113, -0.0869, 0.0018], [0.0070, -0.0709, 0.0121], [0.0052, -0.0120, 0.0044], [-0.0057, -0.0032, -0.0165], [-0.0040, 0.0068, -0.0057], [0.0602, 0.0018, -0.0137], [-0.0629, -0.0155, 0.0329], [0.0031, -0.0235, -0.0106], [-0.0101, 0.0775, 0.0321], [-0.0013, -0.0049, 0.0042], [-0.0064, 0.0010, -0.0035], [-0.0045, 0.0099, -0.0113], [0.0049, 0.0064, -0.0031], [0.0007, -0.0190, 0.0071], [-0.0211, -0.0427, 0.0179], [-0.0073, -0.0013, -0.0058], [-0.0044, -0.0011, 0.0115], [0.0008, -0.0067, -0.0105], [-0.0043, -0.0144, 0.0081], [-0.0058, -0.0138, 0.0139], [-0.0005, -0.0139, -0.0003], [0.0060, -0.0032, 0.0007], [-0.0027, -0.0038, 0.0026], [0.0144, -0.0061, 0.0013], [0.0037, -0.0116, -0.0016], [-0.0332, 0.0237, -0.0080], [0.0105, 0.0200, -0.0232], [0.0075, 0.0054, 0.0002], [-0.0054, 0.0042, 0.0073], [0.0051, 0.0090, -0.0143], [-0.0002, 0.0050, 0.0055], [0.0111, 0.0200, -0.0136], [0.0089, -0.0157, 0.0078], [0.0024, -0.0271, -0.0054], [-0.0288, -0.0132, -0.0172], [0.0063, -0.0040, 0.0202], [0.0082, -0.0258, 0.0330], [0.0018, 0.0094, -0.0057], [-0.0089, 0.0045, 0.0032], [-0.0277, 0.0030, -0.0245], [0.0039, 0.0259, -0.0350], [0.0019, -0.0088, -0.0043], [-0.0015, 0.0053, -0.0124], [-0.0117, -0.0082, -0.0086], [-0.0141, 0.0107, -0.0016], [-0.0194, -0.0132, 0.0329], [0.0121, 0.0049, -0.1120], [0.0073, 0.0185, 0.0282], [-0.0288, 0.0225, -0.0178], [0.0085, -0.0094, -0.0082], [0.0155, 0.0032, 0.0027], [0.0151, -0.0128, 0.0065], [0.0374, -0.0220, 0.0032]],
  "mulliken_charge": [-0.5703, -0.0725, -0.8366, 0.2429, 0.2375, -0.8559, -0.3772, -0.0436, 0.6980, -0.2693, -0.2161, -0.2178, 0.3554, 0.4509, 0.4283, 0.4058, 0.0566, 0.3652, 0.4264, 0.1144, 0.2753, 0.3789, 0.2448, -0.4790, -0.3665, 0.3288, -0.5686, -0.3846, -0.2489, 0.2416, -0.5037, 0.4932, 0.5072, 0.4529, 0.5161, -0.3920, -0.3664, 0.3186, -0.5556, -0.3172, -0.2929, 0.3345, -0.5380, 0.4119, 0.4141, 0.5533, 0.4455, -0.4867, -0.5020, 0.3560, -0.4966, -0.1930, -0.4828, 0.7009, -0.7677, 0.4451, 0.4504, 0.3665, 0.4178, -0.3829, -0.2888, 0.4321, -0.5207, -0.3545, -0.4264, 0.3281, -0.5331, 0.4286, 0.4821, 0.4272, 0.4055, -0.1531, -0.5614, 0.3128, -0.5601, -0.3998, -0.5249, 0.6018, -0.5781, 0.2847, 0.4362, 0.6862, 0.4558, -0.4140, -0.1055, 0.5076, -0.5591, -0.3810, -0.4188, 0.2836, -0.5268, 0.4378, 0.3487, 0.4189, 0.4068, -0.2276, -0.2166, 0.2389, -0.5538, -0.3924, -0.4075, 0.2561, -0.5466, 0.4803, 0.4767, 0.4369, 0.4368, -0.4401, -0.4288, 0.1166, -0.5320, -0.2316, -0.0503, 0.1824, -0.5487, 0.4280, 0.4370, 0.5144, 0.5471, -0.4672, -0.3526, 0.2862, -0.5306, -0.4743, -0.2743, 0.3484, -0.4702, 0.4534, 0.4326, 0.4487, 0.5963],
  "orbital_gap_ha": 0.2447,
  "e_homo_ev": -11.22,
  "e_lumo_ev": -4.56,
  "e_tot_ev": -112548.653,
  "charge": 1
}